No. 1
The following is a quantum chemistry calculation of C30H21BrMnN6O3S4 as an isolated structure at a distorted geometry, from OMol25.

Structure (XYZ):
```
66
Properties=species:S:1:pos:R:3:lowdin_spin:R:1
Mn 0.505 0.297 -2.482 3.95
Br 1.267 -1.614 6.249 0.00
C 1.659 -2.761 4.790 0.00
C 0.892 -2.686 3.636 0.00
C 1.192 -3.508 2.567 0.00
C 2.250 -4.414 2.648 0.00
C 2.978 -4.502 3.826 0.00
C 2.703 -3.662 4.896 0.00
N 2.500 -5.432 1.652 0.01
N 2.336 -5.208 0.440 0.00
C 2.366 -3.884 -0.065 0.01
C 3.245 -2.914 0.366 0.00
C 3.242 -1.612 -0.141 0.01
C 2.276 -1.233 -1.064 0.00
O 2.075 -0.013 -1.465 0.04
C 1.410 -2.258 -1.574 0.00
N 0.471 -1.817 -2.454 0.00
C -0.386 -2.670 -2.959 0.01
C -0.370 -4.033 -2.601 0.00
C 0.529 -4.483 -1.677 0.01
C 1.470 -3.580 -1.127 0.00
H 0.070 -1.988 3.560 0.00
H 0.581 -3.444 1.676 0.00
H 3.779 -5.227 3.890 0.00
H 3.289 -3.716 5.803 0.00
H 3.973 -3.181 1.122 0.00
H 3.944 -0.872 0.216 0.00
H -1.112 -2.271 -3.657 0.00
H -1.101 -4.697 -3.040 0.00
H 0.533 -5.513 -1.348 0.00
S -2.001 0.328 -6.275 0.00
C -1.015 0.365 -4.949 0.02
S -1.671 0.463 -3.325 -0.17
S 0.706 0.303 -4.949 0.07
O 2.675 2.480 -3.196 0.00
C 1.676 2.985 -2.754 0.00
N 0.592 2.318 -2.154 0.00
C -0.302 3.234 -1.713 0.01
O -1.325 3.029 -1.065 0.01
C 0.157 4.608 -2.105 0.00
C -0.433 5.843 -1.946 0.00
C 0.247 6.945 -2.459 0.00
C 1.477 6.794 -3.098 0.00
C 2.063 5.539 -3.241 0.00
C 1.373 4.459 -2.733 0.00
H -1.389 5.945 -1.450 0.00
H -0.185 7.933 -2.367 0.00
H 1.977 7.668 -3.495 0.00
H 3.017 5.405 -3.734 0.00
C -3.544 3.296 1.141 0.00
C -3.265 1.884 1.541 0.00
C -3.860 1.256 2.598 0.00
C -3.496 -0.083 2.842 0.00
N -2.598 -0.725 2.134 0.00
C -1.975 -0.083 1.108 0.00
S -0.773 -0.810 0.205 0.02
N -2.362 1.198 0.819 0.00
C -4.140 -0.858 3.954 0.00
H -4.315 3.720 1.781 0.00
H -3.857 3.343 0.099 0.00
H -2.635 3.892 1.215 0.00
H -4.582 1.770 3.212 0.00
H -1.926 1.669 0.004 0.00
H -4.815 -0.241 4.544 0.00
H -3.367 -1.276 4.598 0.00
H -4.695 -1.696 3.532 0.00
```

Total energy ... -7028.04924 Eh
Relative energy (zero: lowest compared OMol25 entry of this formula, charge and spin) ... 0.000 eV
LUMO (alpha / beta) ... 0.06317 / 0.06339 hartree
Charge ... -1
Orbital gap (alpha / beta) ... 6.24 / 6.52 eV
Multiplicity ... 5


No. 2
The following is a quantum chemistry calculation of C16H23I2N2O8S2Ta as an isolated structure at a distorted geometry, from OMol25.

Structure (XYZ):
```
54
Properties=species:S:1:pos:R:3:mulliken_charge:R:1
Ta 1.510 2.932 -3.482 1.25
C 1.893 2.036 1.042 -1.48
C 1.987 2.927 -0.185 1.97
C 2.724 4.229 0.094 -1.61
O 2.596 2.206 -1.328 -0.57
C 0.603 3.237 -0.755 -0.08
O -0.452 2.950 -0.295 -0.39
O 0.744 3.705 -2.035 -0.45
H 2.802 2.118 1.637 0.47
H 1.760 1.001 0.746 0.17
H 1.047 2.339 1.658 0.40
H 3.713 4.028 0.508 0.49
H 2.169 4.806 0.834 0.43
H 2.833 4.830 -0.810 0.35
H 3.557 2.301 -1.256 0.32
I -0.713 3.227 -5.039 0.33
C -1.812 1.786 -3.887 -0.98
I -0.113 0.825 -2.752 0.70
H -2.304 1.075 -4.543 0.47
H -2.523 2.276 -3.227 0.45
C 0.942 -4.165 3.765 -1.32
C 1.163 -3.195 2.608 -0.13
C 0.087 -3.374 1.532 -0.47
N 0.464 -2.685 0.289 -0.10
C 0.291 -1.428 -0.067 0.52
S 1.439 -0.862 -1.284 -0.52
N -0.592 -0.571 0.438 0.33
C -1.532 -0.645 1.593 0.29
O -1.306 0.118 2.483 -0.48
C -2.673 -1.546 1.456 -0.04
C -3.092 -2.035 0.217 0.14
C -4.228 -2.819 0.144 -0.81
C -4.932 -3.141 1.298 -0.39
C -4.509 -2.668 2.535 -0.67
C -3.391 -1.860 2.615 -0.38
H 1.678 -3.996 4.548 0.37
H 1.040 -5.197 3.427 0.35
H -0.050 -4.035 4.199 0.34
H 2.147 -3.368 2.163 0.36
H 1.140 -2.163 2.970 0.23
H -0.869 -3.009 1.886 -0.05
H -0.025 -4.431 1.292 0.45
H 1.200 -3.143 -0.230 0.33
H -0.470 0.395 0.169 -0.18
H -2.542 -1.783 -0.681 0.46
H -4.575 -3.179 -0.816 0.42
H -5.819 -3.756 1.235 0.42
H -5.054 -2.922 3.433 0.43
H -3.051 -1.470 3.566 0.46
O 1.887 4.504 -4.717 -0.47
S 3.162 3.698 -4.846 1.17
O 4.115 4.018 -5.805 -0.53
O 3.488 3.578 -3.393 -0.33
O 2.448 2.301 -4.948 -0.43
```

Total energy ... -2783.12367 Eh
Relative energy (zero: lowest compared OMol25 entry of this formula, charge and spin) ... 3.708 eV
LUMO ... -0.30990 hartree
Charge ... +2
Orbital gap ... 5.92 eV
Multiplicity ... 1


No. 3
The following is a quantum chemistry calculation of a 2-piece molecular cluster, C3H10NO overall at a distorted geometry, from OMol25.

Structure (XYZ):
```
15
Properties=species:S:1:pos:R:3:mulliken_charge:R:1
C -0.361 5.160 2.232 -0.77
N 0.837 4.418 2.545 -0.26
H -0.053 6.004 1.589 0.33
H -0.699 5.513 3.194 0.32
H -1.087 4.678 1.632 0.34
H 1.231 4.076 1.679 0.35
H 1.423 4.971 3.129 0.35
H 0.663 3.519 2.958 0.34
O 0.650 -3.248 -1.123 -0.48
C -0.333 -3.958 -1.416 0.15
C -0.797 -4.074 -2.892 -0.73
H -0.883 -4.474 -0.611 0.34
H -0.256 -3.161 -3.377 0.24
H -0.513 -5.121 -3.348 0.23
H -1.941 -3.715 -3.221 0.26
```

Total energy ... -249.97287 Eh
Relative energy (zero: lowest compared OMol25 entry of this formula, charge and spin) ... 2.203 eV
LUMO ... -0.15325 hartree
Charge ... +1
Orbital gap ... 7.51 eV
Multiplicity ... 1


No. 4
The following is a quantum chemistry calculation of the molecule C5H7Cl at a distorted geometry, from OMol25.

Structure (XYZ):
```
13
Properties=species:S:1:pos:R:3:mulliken_charge:R:1
C -2.305 -1.028 -0.153 -0.80
C -1.066 -0.578 0.141 0.04
C -0.430 0.724 -0.373 -0.19
C 0.847 1.095 -0.293 -0.31
C 1.956 0.400 0.490 -0.57
Cl 2.601 -1.042 -0.379 -0.19
H -3.011 -0.422 -0.700 0.26
H -2.608 -2.045 0.152 0.24
H -0.427 -1.271 0.708 0.21
H -1.184 1.355 -0.784 0.33
H 1.192 1.819 -0.972 0.35
H 2.801 1.044 0.748 0.35
H 1.636 -0.050 1.415 0.28
```

Total energy ... -654.85125 Eh
Relative energy (zero: lowest compared OMol25 entry of this formula, charge and spin) ... 1.068 eV
LUMO ... 0.02023 hartree
Orbital gap ... 9.67 eV
Multiplicity ... 1
Structure (SMILES) ... C=C/C=C\CCl


No. 5
The following is a quantum chemistry calculation of C24H50BeBrClF3INaO11 as an isolated structure at a distorted geometry, from OMol25.

Structure (XYZ):
```
93
Properties=species:S:1:pos:R:3:mulliken_charge:R:1
C -1.602 3.148 1.040 -1.16
O -1.469 2.042 0.151 -0.49
C -0.257 1.383 0.271 0.93
O 0.035 0.934 1.562 -0.35
C 0.978 2.157 -0.248 -0.56
O 1.788 2.604 0.830 -0.20
C 2.045 3.988 0.709 -0.05
I 3.038 4.579 2.514 0.35
H -2.652 3.448 1.009 0.42
H -1.392 2.907 2.082 0.31
H -1.040 4.013 0.688 0.60
H -0.357 0.466 -0.360 -0.69
H -0.748 0.526 1.966 0.38
H 0.731 2.973 -0.928 0.38
H 1.602 1.437 -0.793 0.38
H 2.679 4.236 -0.142 0.56
H 1.092 4.505 0.639 -0.44
C -0.385 -3.147 2.957 -1.03
C -0.245 -2.003 3.947 0.07
O -1.480 -1.393 4.291 -0.41
C -2.420 -2.235 4.928 -0.27
C -1.936 -2.780 6.251 -0.68
H -0.953 -2.809 2.084 0.23
H 0.602 -3.487 2.638 0.29
H -0.910 -4.004 3.378 0.36
H 0.361 -1.215 3.496 0.10
H 0.289 -2.328 4.845 0.22
H -2.729 -3.045 4.258 0.30
H -3.307 -1.622 5.110 0.35
H -1.029 -3.525 6.091 -0.14
H -2.729 -3.327 6.757 0.48
H -1.580 -1.983 6.908 0.32
Be -3.003 3.827 -0.930 0.17
C -2.290 10.488 -1.877 -1.11
C -1.233 10.339 -0.804 -0.20
O -1.242 9.006 -0.247 -0.31
C -0.597 8.083 -0.941 -0.01
O -0.016 8.244 -1.971 -0.50
C -0.661 6.744 -0.196 1.23
F -1.889 6.467 0.273 -0.27
F 0.168 6.724 0.869 -0.28
F -0.302 5.717 -0.983 -0.21
H -3.271 10.211 -1.487 0.30
H -2.329 11.516 -2.232 0.38
H -2.083 9.836 -2.725 0.31
H -1.444 11.011 0.025 0.32
H -0.241 10.586 -1.179 0.33
Br -0.380 -5.140 6.219 -0.25
Cl 5.224 4.748 0.689 -0.36
O 1.838 3.881 6.000 -0.60
H 2.293 3.949 5.153 0.20
H 1.611 4.790 6.224 0.33
C 3.988 -3.450 4.887 -0.98
C 3.995 -3.361 3.371 -0.37
O 3.316 -2.221 2.863 -0.32
C 3.839 -0.957 3.249 -0.09
C 5.267 -0.721 2.792 -1.31
H 2.969 -3.374 5.271 0.16
H 4.416 -4.398 5.212 0.40
H 4.572 -2.648 5.341 0.29
H 3.474 -4.227 2.961 0.33
H 5.018 -3.400 2.983 0.35
H 3.748 -0.823 4.332 0.30
H 3.189 -0.212 2.787 0.18
H 5.968 -1.388 3.296 0.33
H 5.569 0.303 3.012 0.42
H 5.361 -0.894 1.719 0.31
Na -0.271 -1.187 -0.400 0.97
C -3.269 -2.060 -5.146 -0.54
C -2.093 -2.418 -6.047 -0.29
C -0.969 -2.601 -5.042 -0.23
O -1.580 -3.076 -3.824 -0.42
C -3.006 -2.930 -3.927 -0.39
H -4.241 -2.247 -5.597 0.36
H -3.219 -1.003 -4.871 0.24
H -2.291 -3.360 -6.561 0.01
H -1.869 -1.663 -6.798 0.41
H -0.472 -1.648 -4.825 0.28
H -0.217 -3.316 -5.373 0.05
H -3.440 -3.927 -4.050 0.25
H -3.397 -2.494 -3.005 0.24
O 0.890 -4.884 -6.376 -0.63
C 0.020 -5.701 -6.471 0.63
O -1.031 -5.564 -7.313 -0.33
C -1.959 -6.649 -7.121 -0.39
C -1.142 -7.763 -6.488 -0.50
C -0.115 -6.981 -5.674 -0.47
H -2.766 -6.303 -6.470 0.21
H -2.381 -6.935 -8.081 0.34
H -1.742 -8.454 -5.899 0.33
H -0.635 -8.337 -7.264 0.27
H -0.482 -6.737 -4.676 0.23
H 0.838 -7.498 -5.610 0.32
```

Total energy ... -5580.03880 Eh
LUMO ... -0.27610 hartree
Charge ... +1
Orbital gap ... 1.27 eV
Multiplicity ... 1